Entry 1:
Below is C3H6N2O in the gas phase in a non-equilibrium geometry, with properties calculated with the ωB97M-V functional and the def2-TZVPD basis.

Each line ends with the natural charge from an NBO analysis.
Atoms and positions in Å:
O 2.81 -0.38 0.16  -0.557
N 1.46 -0.63 -0.16  -0.119
C 0.72 0.44 -0.22  0.025
C -0.72 0.39 -0.46  -0.180
C -1.60 -0.09 0.61  -0.234
N -1.34 -0.99 -0.48  -0.574
H 3.08 0.46 -0.24  0.452
H 1.14 1.47 0.13  0.174
H -1.19 0.97 -1.24  0.226
H -2.60 0.37 0.56  0.201
H -1.22 -0.35 1.64  0.208
H -0.53 -1.65 -0.31  0.377

The calculation puts the frontier orbital gap at 10.35 eV. The structure (SMILES) is O/N=C/[C@@H]1CN1. As for the LUMO energy: 0.845 eV. The HOMO energy comes out at -9.5 eV.

Entry 2:
Below is 9 unconnected molecules or ions with the total composition C49H118N8O10 in a non-equilibrium geometry, with properties calculated with the ωB97M-V functional and the def2-TZVPD basis.

Each line ends with the Mulliken charge.
Atoms and positions in Å:
C 3.99 3.63 0.28  -0.555
C 4.70 4.76 1.06  0.130
C 4.03 5.25 2.40  -0.725
O 2.65 5.68 2.13  -0.201
C 2.11 6.24 3.30  -0.761
N 6.02 4.39 1.45  -0.673
H 3.03 4.03 -0.04  -0.093
H 3.88 2.78 0.95  0.145
H 4.68 3.44 -0.55  0.380
H 4.68 5.67 0.45  0.313
H 4.48 6.19 2.72  0.496
H 3.96 4.42 3.10  0.162
H 1.13 6.70 3.26  0.285
H 2.72 6.98 3.83  0.384
H 2.13 5.40 4.00  0.132
H 6.41 3.86 0.68  0.217
H 6.70 5.13 1.35  0.278
C -0.32 3.86 -1.69  -1.324
C -0.46 4.40 -0.32  0.967
C -1.49 5.47 0.03  -0.969
O -1.25 6.50 -0.89  -0.326
C -2.31 7.39 -0.88  -0.849
N -0.66 3.35 0.65  0.886
H -0.34 4.68 -2.42  0.545
H -1.08 3.13 -1.98  0.151
H 0.73 3.59 -1.76  0.063
H 0.44 5.01 -0.23  -0.091
H -1.35 5.93 1.01  0.443
H -2.50 5.08 -0.08  0.529
H -3.23 6.93 -0.52  0.326
H -2.56 7.77 -1.87  0.288
H -2.16 8.11 -0.07  0.314
H 0.04 2.62 0.61  -0.713
H -0.56 3.71 1.59  0.016
C -3.73 2.43 2.69  -0.668
C -5.27 2.31 2.55  -0.154
C -5.64 1.06 1.75  -0.704
O -5.25 -0.13 2.35  -0.257
C -6.01 -1.30 1.89  -0.474
N -5.80 2.25 3.85  -0.791
H -3.36 1.54 3.20  0.174
H -3.59 3.19 3.46  0.422
H -3.31 2.67 1.72  -0.117
H -5.71 3.17 2.04  0.489
H -5.30 1.21 0.72  0.237
H -6.72 1.01 1.63  0.598
H -7.08 -1.11 1.96  0.418
H -5.72 -2.14 2.52  0.225
H -5.59 -1.54 0.91  -0.073
H -6.76 1.94 3.81  0.289
H -5.30 1.42 4.15  0.364
C -5.87 -4.59 -5.19  -1.095
C -6.46 -4.42 -3.80  0.649
C -6.09 -3.14 -2.98  -1.233
O -4.71 -3.21 -2.48  0.154
C -4.46 -1.88 -2.08  -0.429
N -7.90 -4.57 -3.80  -0.750
H -6.34 -5.36 -5.80  0.472
H -4.78 -4.72 -5.20  -0.024
H -6.00 -3.61 -5.66  0.294
H -6.07 -5.23 -3.18  0.212
H -6.82 -2.95 -2.19  0.489
H -6.20 -2.29 -3.65  0.468
H -3.50 -1.78 -1.58  -0.352
H -5.22 -1.28 -1.59  0.395
H -4.31 -1.35 -3.02  0.212
H -8.12 -4.71 -2.82  0.282
H -8.11 -5.41 -4.32  0.269
C -2.17 -6.10 1.51  -1.460
C -2.91 -4.88 0.83  0.084
C -2.06 -3.58 0.88  0.551
O -1.63 -3.29 2.22  -0.468
C -2.57 -2.64 3.07  -0.520
N -3.30 -5.19 -0.58  -0.499
H -1.33 -6.37 0.88  0.349
H -2.91 -6.89 1.53  0.412
H -1.98 -5.84 2.56  0.306
H -3.83 -4.67 1.38  0.329
H -2.51 -2.66 0.50  -0.156
H -1.13 -3.69 0.31  -0.075
H -3.10 -1.90 2.47  0.015
H -2.14 -2.05 3.87  0.324
H -3.41 -3.18 3.52  0.374
H -2.44 -5.51 -1.00  0.247
H -3.81 -4.45 -1.02  0.190
C -1.06 -0.23 0.25  1.470
C 0.30 0.26 -0.41  -0.025
O 1.15 1.08 0.31  0.406
O -2.03 0.79 0.17  -0.335
H -0.87 -0.78 1.17  -0.279
H -1.59 -1.00 -0.30  -1.075
H 0.09 0.76 -1.35  0.081
H 0.91 -0.59 -0.72  -0.261
H 2.01 0.66 0.44  -0.159
H -1.69 1.65 0.43  0.004
C 1.83 2.46 3.49  0.713
C 1.14 1.55 4.48  1.796
C 2.16 0.38 4.90  -1.227
C 3.22 1.10 5.72  -0.625
C 2.65 1.68 7.05  -1.281
C 1.49 2.73 6.76  1.189
N 0.57 2.28 5.69  0.572
O -0.43 3.19 5.43  -0.460
C 0.80 2.84 8.11  -1.891
C 2.22 4.04 6.52  -1.622
C 0.03 0.78 3.73  -2.084
H 1.24 3.14 2.88  -0.111
H 2.20 1.76 2.74  -0.327
H 2.68 3.00 3.91  -0.629
H 1.63 -0.36 5.49  0.615
H 2.67 -0.11 4.08  0.231
H 3.79 1.78 5.09  0.334
H 3.78 0.24 6.08  0.378
H 3.45 2.22 7.55  0.353
H 2.31 0.92 7.76  0.521
H 0.11 2.02 8.32  0.431
H 1.51 3.08 8.90  0.390
H 0.21 3.76 8.20  0.415
H 1.49 4.80 6.24  0.393
H 2.74 4.30 7.44  0.460
H 3.05 3.75 5.87  0.258
H -0.88 1.31 3.44  0.141
H -0.22 -0.06 4.38  0.698
H 0.41 0.32 2.82  -0.115
H -1.10 2.54 5.65  0.403
C 5.67 -2.97 -0.19  -1.835
C 5.60 -1.44 -0.13  1.379
C 6.89 -0.62 -0.27  -1.124
C 7.25 -0.51 -1.77  -0.817
C 6.27 0.31 -2.43  -0.923
C 4.86 -0.42 -2.42  1.801
N 4.54 -0.87 -1.04  0.575
O 3.34 -1.60 -0.99  -0.008
C 3.87 0.74 -2.71  -1.135
C 4.77 -1.52 -3.49  -1.392
C 5.03 -1.21 1.27  -2.043
H 6.33 -3.34 0.60  0.504
H 6.22 -3.15 -1.10  0.398
H 4.69 -3.44 -0.10  0.392
H 7.01 0.40 0.10  0.356
H 7.71 -1.22 0.14  0.465
H 7.35 -1.52 -2.16  0.342
H 8.20 0.00 -1.95  0.435
H 6.67 0.45 -3.43  0.457
H 6.19 1.21 -1.84  0.102
H 3.79 1.54 -1.97  -0.141
H 4.33 1.35 -3.49  0.552
H 2.87 0.31 -2.78  -0.135
H 5.00 -1.23 -4.51  0.519
H 5.40 -2.40 -3.37  0.273
H 3.75 -1.91 -3.52  -0.187
H 5.73 -1.34 2.10  0.466
H 4.16 -1.84 1.44  0.385
H 4.69 -0.18 1.37  0.280
H 3.54 -2.47 -1.33  0.130
C -1.70 -5.40 -6.11  -1.916
C -1.23 -3.90 -6.01  1.311
C -2.45 -3.22 -5.44  -1.113
C -2.19 -1.72 -5.17  -1.061
C -1.16 -1.73 -4.06  -1.381
C 0.23 -2.47 -4.30  2.126
N -0.10 -3.73 -5.01  0.803
O 0.98 -4.49 -5.35  -0.368
C 1.20 -1.60 -5.10  -1.384
C 0.76 -2.87 -2.91  -2.130
C -0.97 -3.40 -7.47  -1.578
H -0.96 -6.00 -6.63  0.439
H -2.63 -5.52 -6.66  0.429
H -1.84 -5.86 -5.13  0.405
H -3.26 -3.19 -6.17  0.604
H -2.74 -3.63 -4.48  0.385
H -3.12 -1.36 -4.73  0.297
H -1.74 -1.05 -5.90  0.416
H -1.63 -1.95 -3.10  0.327
H -0.79 -0.75 -3.74  0.589
H 2.14 -2.15 -5.16  0.427
H 0.71 -1.35 -6.04  0.425
H 1.41 -0.60 -4.75  0.160
H 0.18 -3.61 -2.36  0.563
H 1.78 -3.24 -3.01  0.734
H 0.76 -2.03 -2.22  -0.081
H -1.62 -3.77 -8.27  0.400
H 0.02 -3.76 -7.75  0.453
H -0.66 -2.36 -7.42  0.336
H 1.02 -5.10 -4.61  0.400

Its spin multiplicity is 2. The calculation puts the frontier orbital gap (spin up / spin down) at 6.64 / 2.55 eV. Its charge is +1. As for the LUMO energy (spin up / spin down): -2.661 / -6.753 eV. The HOMO energy (spin up / spin down) comes out at -9.3 / -9.3 eV.

Entry 3:
Below is 2 unconnected molecules or ions with the total composition C3H10OS in a non-equilibrium geometry, with properties calculated with the ωB97M-V functional and the def2-TZVPD basis.

Each line ends with the natural charge from an NBO analysis.
Atoms and positions in Å:
C -2.22 1.29 -0.57  -0.627
C -0.87 0.64 -0.79  -0.491
S 0.50 1.73 -0.21  -0.056
H -2.34 1.48 0.50  0.216
H -2.29 2.32 -0.95  0.211
H -2.99 0.73 -1.09  0.221
H -0.70 0.40 -1.84  0.209
H -0.84 -0.25 -0.17  0.200
H 1.38 0.75 -0.41  0.115
C 1.73 -1.51 1.27  -0.256
O 2.20 -1.83 -0.02  -0.714
H 0.65 -1.61 1.34  0.164
H 1.98 -0.49 1.58  0.163
H 2.29 -2.09 2.00  0.185
H 1.52 -1.57 -0.63  0.459

The calculation puts the frontier orbital gap at 9.96 eV. The structure (SMILES) is CCS.CO. As for the LUMO energy: 0.744 eV. The HOMO energy comes out at -9.2 eV.

Entry 4:
Below is a molecular structure, C35H26ClF2N3O2PtS2, with properties calculated with the ωB97M-V functional and the def2-TZVPD basis.

Each line ends with the Mulliken charge.
Atoms and positions in Å:
Pt -0.74 -0.45 -0.99  0.420
O -1.16 -5.04 0.26  -0.406
C 0.11 -5.38 -0.09  0.937
C 0.50 -6.72 -0.04  -0.893
C 1.79 -7.10 -0.36  -0.435
C 2.72 -6.13 -0.72  -0.834
C 2.33 -4.81 -0.77  -0.284
C 1.03 -4.40 -0.47  0.150
C 0.68 -2.93 -0.59  0.339
O -0.55 -2.63 -0.74  -0.765
N 1.71 -2.13 -0.56  -0.573
N 1.32 -0.79 -0.66  -0.039
C 2.27 0.06 -0.73  0.322
S 3.93 -0.50 -0.75  -0.134
C 4.64 1.14 -1.01  -0.624
C 3.75 2.12 -0.29  -0.324
S 2.00 1.80 -0.80  0.045
H -1.63 -5.84 0.51  0.264
H -0.23 -7.46 0.26  0.243
H 2.07 -8.15 -0.32  0.348
H 3.74 -6.41 -0.96  0.364
H 3.03 -4.03 -1.05  0.460
H 4.66 1.35 -2.09  0.288
H 5.66 1.11 -0.63  0.399
H 3.93 3.15 -0.57  0.474
H 3.80 2.00 0.79  -0.064
F -4.94 -0.86 -4.24  -0.376
C -4.50 -0.90 -2.95  0.506
C -3.21 -0.52 -2.67  -0.628
C -2.72 -0.55 -1.36  0.263
C -3.61 -0.95 -0.33  -0.265
C -4.89 -1.35 -0.69  0.687
F -5.77 -1.82 0.25  -0.378
C -5.38 -1.34 -1.98  -1.056
C -3.12 -0.99 1.09  0.562
C -3.93 -1.15 2.22  -1.110
C -3.32 -1.24 3.46  -0.206
C -1.94 -1.13 3.57  -1.035
C -1.22 -0.90 2.41  -0.177
N -1.80 -0.82 1.23  0.325
H -2.57 -0.19 -3.48  0.531
H -6.38 -1.68 -2.21  0.472
H -5.00 -1.21 2.13  0.481
H -3.94 -1.37 4.34  0.378
H -1.44 -1.21 4.52  0.416
H -0.15 -0.74 2.43  0.486
C -0.33 1.20 -1.68  -1.302
C -0.79 2.09 -2.68  1.295
C 0.11 2.63 -3.63  -0.599
C -0.33 3.53 -4.60  -0.481
C -1.65 3.95 -4.64  -0.439
C -2.55 3.45 -3.68  -0.590
C -2.13 2.54 -2.74  -0.462
H 1.14 2.30 -3.61  0.439
H 0.38 3.90 -5.33  0.340
H -1.99 4.65 -5.39  0.345
H -3.58 3.78 -3.69  0.357
H -2.83 2.17 -2.00  0.551
Cl 4.04 1.44 3.78  -0.321
C 3.19 3.00 3.75  0.324
C 3.80 4.06 4.36  -0.485
C 3.21 5.33 4.39  -0.523
C 1.96 5.45 3.75  -0.377
C 1.35 4.39 3.13  -0.696
C 1.91 3.05 3.09  1.138
C 1.28 2.00 2.47  -1.625
H 4.76 3.89 4.84  0.335
H 3.69 6.17 4.88  0.328
H 1.46 6.41 3.73  0.296
H 0.40 4.54 2.64  0.287
H 0.30 2.13 2.02  0.169
H 1.71 1.01 2.46  0.145

The calculation puts the frontier orbital gap (spin up / spin down) at 4.03 / 4.03 eV. Its charge is -2. As for the LUMO energy (spin up / spin down): 4.051 / 4.051 eV. The HOMO energy (spin up / spin down) comes out at 0.0 / 0.0 eV.

Number 1: calculated total energy -302.53621 Eh. Number 2: calculated total energy -3127.46510 Eh. Number 3: calculated total energy -593.68698 Eh. Number 4: calculated total energy -3239.60383 Eh.